Record 1
ORCA calculation (the ωB97M-V functional and the def2-TZVPD basis) on one molecule with the formula C18H20N2O2S in a non-equilibrium geometry.

Element x y z (Å)
N 0.47359 1.86771 -2.87015
C 0.90534 2.52249 -1.86563
C -0.02010 1.74698 1.68719
H -2.29048 -1.58096 -1.38328
C 0.06027 -2.77940 -0.31441
H 1.26822 0.03547 2.06271
H 2.12729 3.99278 -2.45773
C 0.59274 2.32662 3.03180
H 2.12414 -3.43955 -0.89841
H 0.81805 -5.69203 2.29834
C -1.11073 1.77238 -1.23722
H -1.85262 -2.68945 0.61098
H 0.38181 1.68597 3.90697
H 0.74050 -1.27472 -1.84671
C -1.33256 -1.22824 -1.75604
H 2.04940 3.83561 -0.70504
H 0.98834 0.38016 0.32218
C -0.63789 -4.13442 1.53256
C 1.53470 -4.52648 0.68713
H 0.21493 3.86704 0.97917
N -0.70224 1.34538 -2.45372
H 2.46569 -5.09662 0.64397
C 2.07234 3.30235 -1.63142
H -1.15136 -4.41257 2.39303
H -2.01707 0.31339 0.01361
H -3.06785 1.78871 -0.32256
C -0.93948 -3.14741 0.60274
C 1.30287 -3.47924 -0.20021
C 0.56414 0.34438 1.32551
H -0.29881 -0.40490 1.32025
H -2.00504 2.89118 1.77150
H 0.16843 3.29144 3.34792
S -1.39951 -0.14304 -3.22200
C -2.03760 1.43666 -0.04546
C -0.07757 2.81483 0.59828
O -0.53153 -0.66775 -4.27261
C -1.39464 2.18483 1.10343
C 0.57633 -4.83843 1.61824
O -2.79496 0.09126 -3.53497
C -0.08428 -1.70225 -1.34727
C -0.11886 2.45693 -0.86645
H 2.78056 2.51403 -1.53806
H 1.65551 2.42888 2.91183

Forces on the atoms, in the same order (eV/Å):
N 0.293 -1.632 -1.823
C -3.573 0.705 2.902
C 0.983 0.101 -0.339
H 0.127 0.139 -0.191
C 1.554 -0.211 -0.018
H 0.646 -0.261 0.399
H 1.112 0.192 -0.285
C -2.080 -0.637 -0.242
H -0.158 1.057 -0.518
H -0.834 1.076 -0.271
C -3.030 -2.942 0.067
H -2.238 1.189 0.099
H 0.201 -0.120 -0.503
H 1.176 0.090 -0.365
C 2.839 -0.828 -0.194
H -0.280 0.283 0.485
H 0.160 -0.220 0.089
C 1.636 -0.661 0.491
C 0.078 0.272 -0.107
H -0.593 -1.726 -0.938
N -2.635 -3.174 -3.578
H -0.198 0.356 -0.066
C 0.841 0.300 -0.911
H -2.317 0.125 0.879
H -0.363 1.051 0.477
H 0.761 -0.497 0.728
C 2.863 -1.284 0.015
C -0.361 -0.457 -0.591
C -2.730 0.462 -0.282
H 1.259 0.759 0.004
H 0.629 -1.511 -1.116
H 0.090 -0.079 -0.558
S 0.282 -0.101 -0.171
C -0.871 -0.888 -1.957
C -0.517 1.522 0.255
O -0.832 1.311 1.931
C 0.528 1.844 2.230
C 0.249 -0.328 -0.715
O 1.294 0.107 0.695
C -4.392 -0.096 0.069
C 6.049 4.578 4.390
H 1.857 0.114 -0.361
H 0.493 0.020 -0.105

LUMO level (eV): -0.5
Maximum force (eV Å⁻¹): 8.8
Gap between HOMO and LUMO (eV): 8.31
SMILES: Cc1nn(S(=O)(=O)/C=C/c2ccccc2)c2c1[C@H]1[C@@H](C2)C1(C)C
Net charge: 0

Record 2
ORCA calculation (the ωB97M-V functional and the def2-TZVPD basis) on C57H46AsCrNO4STe as an isolated structure in a non-equilibrium geometry.

Element x y z (Å)
C 3.94422 4.75785 -1.74712
H -3.34767 2.05559 1.87696
C -0.74306 -2.29971 5.52231
As -2.92024 -0.74463 1.41729
H 6.47769 2.68203 2.93842
C 1.60309 -2.48726 -1.02483
H -7.90256 -0.43459 0.75440
C 2.86435 5.78893 0.13518
H -3.05942 -1.39321 4.40449
C 2.92318 1.34948 1.21588
H -4.29470 -5.45611 2.50335
C -3.54737 2.42428 3.98675
Cr 0.39333 -0.19481 -0.01981
C 3.45335 3.52255 -1.35155
H 0.17346 3.42605 -0.93829
H -5.51778 -0.22366 -2.80408
C 1.08986 -5.62641 -9.26441
C 2.37926 4.55107 0.53554
H -7.73292 -0.20966 -1.70152
C 2.81882 -0.45823 -2.04580
H 4.56731 4.83105 -2.63120
C 0.42123 -2.52244 -2.03395
H 0.38313 -6.42945 -9.47826
C 1.64466 -1.92546 4.13563
C 0.14128 -3.43900 -3.07240
C -3.56449 1.85004 5.25443
C 0.25915 -1.07387 -1.93558
H 3.69845 2.62984 -1.91815
C 0.83063 -4.67761 -3.19258
H 3.01211 -4.20037 -0.77854
H -1.44613 2.60363 -2.45717
C -6.93142 -0.44292 0.27457
C -3.39266 0.48199 5.40693
O 3.80565 -2.64173 3.55162
H 1.28313 -6.37251 -4.41927
C -0.87383 1.83622 -1.93384
C -3.36567 1.62421 2.87025
O -1.70319 -0.07506 0.52057
C -3.48562 -4.80778 2.19131
C -5.78170 -0.57114 1.03918
H -5.85010 -0.65332 2.11799
C -3.19818 0.25158 3.02974
C -2.25413 -5.34804 1.84288
H 4.91418 -3.11752 -1.80102
H 1.78238 4.46367 1.43669
H 2.09197 -6.05458 -9.18909
C 0.77766 -4.94762 -7.95377
C 2.66299 3.41540 -0.21097
H 4.79474 -0.79247 -2.69974
H -3.45723 -0.44913 -1.43628
C -4.43642 -0.45196 -0.96874
C 1.65318 -0.97076 -1.34771
H -3.67256 3.49318 3.87138
H 1.09236 -4.89475 -10.07191
H -2.10555 -6.41961 1.88770
C -1.40206 -3.15247 1.38256
C 0.71220 -5.45583 -4.32352
C 2.98050 -1.75668 3.47309
H -1.49716 1.43888 -1.13302
N 1.07823 1.60881 -0.36469
C 2.14275 2.07344 0.20903
C 4.61934 -0.02531 2.93409
C 3.32032 -0.48252 2.76611
H 4.02657 6.86137 -1.31554
H -0.59374 -2.50546 1.08752
H -1.66250 -3.68622 -5.97301
H 1.48711 -4.99665 -2.39693
C -0.81455 -3.14633 -4.08297
H 2.75652 0.53746 -2.47453
Te -0.55164 0.26171 -3.37212
H 7.07625 1.62887 1.66109
S -0.16734 -6.00991 -6.85566
C 3.64695 5.89583 -1.00574
H 2.63972 6.66990 0.72340
C 2.91777 -3.19795 -1.18245
C -2.63764 -2.61552 1.71413
H 7.00067 1.03841 3.32332
C -0.94006 -3.93738 -5.20446
C -3.68508 -3.43823 2.11777
H -0.25544 -4.94884 1.16730
O 1.19776 -0.21493 1.76785
C 4.22095 1.80642 1.49777
H 1.92757 -4.02813 4.34452
H -4.65398 -3.01390 2.35526
H -3.71247 2.47649 6.12534
C -5.59069 -0.32217 -1.72744
H -0.20838 -4.37850 5.56965
H -0.98867 -0.17037 5.35034
O 1.12148 -3.83472 -7.66964
C 1.26680 -3.19720 4.55614
C -6.83398 -0.31682 -1.10635
H -1.47240 -2.29595 -3.96512
C 0.07816 -3.38613 5.24356
H 1.09007 2.64701 -2.21138
C 3.92133 -1.19952 -2.20366
C 0.40585 2.45741 -1.38682
C 3.97432 -2.58184 -1.71438
C 6.48857 1.64998 2.58153
C -3.20431 -0.32422 4.29212
C 2.42831 0.19181 1.89945
C 0.82663 -0.83896 4.42995
H 5.27630 -0.60758 3.57350
C -1.21312 -4.52319 1.43895
H 4.57620 2.70608 1.01241
H -1.67266 -2.44397 6.06170
C -4.54100 -0.57722 0.41126
H 1.22409 -2.67921 -0.00686
C -0.36322 -1.02576 5.11845
H 1.12689 0.15720 4.12881
C -0.14121 -5.07006 -5.36310
H -3.40228 0.04337 6.39777
C 5.08569 1.14141 2.34223

Forces on the atoms, in the same order (eV/Å):
C 0.024 0.044 0.014
H 0.008 0.062 -0.007
C 0.139 -0.010 -0.073
As -0.120 -0.085 -0.019
H 0.013 -0.031 0.016
C -0.087 0.116 -0.288
H 0.036 0.002 -0.019
C 0.027 0.014 0.009
H -0.019 0.085 -0.022
C 0.037 -0.081 0.029
H 0.017 0.021 -0.006
C 0.017 -0.028 -0.014
Cr -0.631 -0.772 0.283
C 0.021 -0.028 -0.021
H 0.012 0.025 0.097
H -0.002 -0.002 0.055
C 0.022 -0.023 -0.071
C -0.051 -0.007 0.049
H 0.033 -0.012 0.024
C -0.135 0.044 0.080
H -0.049 -0.004 0.048
C 0.324 0.100 0.037
H 0.060 0.041 -0.002
C -0.015 0.042 0.118
C -0.209 -0.158 0.178
C 0.008 -0.006 -0.043
C 0.060 -0.010 -0.412
H -0.027 0.047 0.023
C -0.063 0.097 0.021
H 0.012 -0.017 -0.117
H 0.055 -0.017 -0.042
C -0.045 -0.003 -0.041
C -0.189 0.070 0.047
O 0.137 -0.090 0.054
H 0.012 0.066 0.012
C 0.170 -0.116 0.049
C -0.008 0.020 0.102
O 0.645 -0.061 -0.040
C -0.026 0.000 0.004
C 0.031 0.012 -0.035
H -0.025 0.034 0.017
C 0.044 -0.117 0.034
C 0.041 0.007 0.022
H -0.027 0.052 0.057
H 0.010 0.003 -0.024
H -0.044 -0.011 0.003
C -0.106 0.020 0.067
C 0.075 -0.002 0.001
H -0.051 -0.037 -0.031
H -0.012 0.005 -0.034
C 0.049 -0.021 0.005
C -0.096 -0.069 0.209
H -0.011 -0.017 0.007
H -0.031 0.001 0.071
H -0.005 0.021 -0.014
C -0.132 -0.034 0.132
C -0.098 0.096 0.028
C -0.353 0.061 -0.153
H -0.038 0.024 -0.022
N 0.205 0.895 -0.299
C -0.022 0.012 -0.013
C -0.032 -0.044 0.121
C 0.184 0.045 0.030
H 0.001 -0.027 0.010
H 0.138 0.087 -0.070
H 0.065 0.036 0.029
H 0.093 0.026 0.001
C -0.006 -0.057 -0.079
H 0.029 0.031 0.057
Te -0.004 0.014 0.225
H 0.009 -0.016 0.032
S -0.020 0.023 0.027
C -0.024 -0.067 -0.030
H -0.006 -0.017 -0.015
C -0.173 0.018 0.012
C 0.017 0.065 0.054
H 0.012 0.016 -0.004
C -0.018 -0.008 0.059
C 0.019 0.056 -0.005
H -0.005 0.029 0.004
O -0.071 -0.031 -0.401
C -0.096 -0.041 -0.095
H -0.010 0.008 -0.001
H -0.018 -0.045 -0.005
H 0.017 -0.024 -0.014
C -0.055 0.001 -0.017
H 0.009 0.008 -0.024
H 0.261 -0.148 -0.015
O 0.046 -0.078 -0.046
C 0.024 -0.019 -0.050
C 0.035 -0.010 -0.006
H 0.057 0.030 -0.031
C -0.117 -0.015 0.003
H 0.107 0.017 -0.046
C 0.133 -0.128 -0.025
C -0.149 -0.114 0.093
C 0.057 0.037 -0.031
C -0.162 -0.016 -0.077
C -0.307 -0.082 -0.191
C -0.110 0.218 -0.017
C -0.003 0.050 0.118
H -0.038 0.028 -0.038
C 0.005 -0.116 0.066
H -0.013 0.015 -0.041
H 0.022 -0.030 0.022
C 0.013 0.060 0.040
H 0.055 -0.028 0.045
C 0.191 0.123 0.112
H -0.057 -0.091 0.063
C 0.096 -0.069 0.015
H 0.011 -0.002 -0.035
C 0.170 0.010 0.029

⟨S²⟩: 6.17
Multiplicity: 5
LUMO level (spin up / spin down) (eV): 0.2 / 0.1
Maximum force (eV Å⁻¹): 1.0
Gap between HOMO and LUMO (spin up / spin down) (eV): 5.41 / 6.56
Net charge: 0

Record 3
ORCA calculation (the ωB97M-V functional and the def2-TZVPD basis) on one molecule with the formula C4H6N4O in a non-equilibrium geometry.

Element x y z (Å)
H -2.22024 1.91222 -0.05315
H 1.27440 1.34309 0.11510
H 3.04680 -1.30573 -0.18738
H -1.40907 -2.27189 0.07571
H -3.44173 -0.56080 0.38344
C -2.40453 -0.28734 0.24045
C -1.83472 0.92178 0.09074
H 3.23190 0.80530 0.47294
N 1.00430 -1.31120 -0.30150
C -0.20411 -0.59708 -0.14983
C 2.12264 -0.74063 -0.04648
O 0.39789 1.72516 -0.37396
N -0.46398 0.73746 -0.04372
N -1.39263 -1.24444 0.02086
N 2.31790 0.46050 0.52090

Forces on the atoms, in the same order (eV/Å):
H -0.237 0.055 0.397
H 0.974 -0.149 0.194
H -0.325 -0.395 -0.429
H -0.178 1.055 0.084
H 0.298 0.048 -0.113
C 0.058 -0.947 -0.669
C 0.727 0.286 0.188
H 1.677 0.060 0.109
N -4.252 -0.006 -0.517
C 2.116 -0.754 0.504
C 2.810 2.644 1.667
O -0.854 0.131 -0.034
N -0.706 -1.423 -1.003
N 0.354 0.448 0.370
N -2.460 -1.054 -0.747

LUMO level (eV): 0.8
Maximum force (eV Å⁻¹): 4.3
Gap between HOMO and LUMO (eV): 8.93
SMILES: [H]/N=C/N=c1/[nH]ccn1O
Net charge: 0

Record 4
ORCA calculation (the ωB97M-V functional and the def2-TZVPD basis) on one molecule with the formula C2H4N2O2S in a non-equilibrium geometry.

Element x y z (Å)
N 1.87185 -0.80258 -0.43613
H -1.04641 1.00537 0.35719
C -0.39274 0.11146 0.15419
O 5.16380 -0.33741 0.83240
H -0.51503 -0.65027 0.92371
O 1.46917 1.52160 -0.44950
H -0.49870 -0.24267 -0.82978
S 4.20010 0.26310 -0.13839
N 3.13874 -0.81243 -0.17167
H 1.42936 -1.71644 -0.45165
C 1.08839 0.34364 -0.13207

Forces on the atoms, in the same order (eV/Å):
N -3.190 1.566 -0.114
H 1.271 -0.816 -0.359
C 1.208 0.477 1.292
O -0.024 1.602 -1.713
H -0.293 -0.129 -0.291
O -0.016 -4.372 1.810
H -1.770 -1.007 -1.336
S 1.426 -0.755 2.421
N 1.105 -1.332 -0.004
H 0.105 0.255 0.504
C 0.177 4.511 -2.210

LUMO level (spin up / spin down) (eV): -0.6 / -0.6
Maximum force (eV Å⁻¹): 5.0
Gap between HOMO and LUMO (spin up / spin down) (eV): 8.50 / 8.50
Net charge: 0

Which formula does entry 2 have?
C57H46AsCrNO4STe

Please write out number 4 again, unchanged.
ORCA calculation (the ωB97M-V functional and the def2-TZVPD basis) on one molecule with the formula C2H4N2O2S in a non-equilibrium geometry.

Element x y z (Å)
N 1.87185 -0.80258 -0.43613
H -1.04641 1.00537 0.35719
C -0.39274 0.11146 0.15419
O 5.16380 -0.33741 0.83240
H -0.51503 -0.65027 0.92371
O 1.46917 1.52160 -0.44950
H -0.49870 -0.24267 -0.82978
S 4.20010 0.26310 -0.13839
N 3.13874 -0.81243 -0.17167
H 1.42936 -1.71644 -0.45165
C 1.08839 0.34364 -0.13207

Forces on the atoms, in the same order (eV/Å):
N -3.190 1.566 -0.114
H 1.271 -0.816 -0.359
C 1.208 0.477 1.292
O -0.024 1.602 -1.713
H -0.293 -0.129 -0.291
O -0.016 -4.372 1.810
H -1.770 -1.007 -1.336
S 1.426 -0.755 2.421
N 1.105 -1.332 -0.004
H 0.105 0.255 0.504
C 0.177 4.511 -2.210

LUMO level (spin up / spin down) (eV): -0.6 / -0.6
Maximum force (eV Å⁻¹): 5.0
Gap between HOMO and LUMO (spin up / spin down) (eV): 8.50 / 8.50
Net charge: 0

Which of these has the highest maximum force?
C18H20N2O2S